Entry 1:
This record from OMol25 describes a single C4H7F2NO4S2 molecule in a non-equilibrium geometry. The level of theory is the ωB97M-V functional and the def2-TZVPD basis.

```
20
Properties=species:S:1:pos:R:3:forces:R:3
H -2.348 -1.786 -0.980 -0.239 0.264 0.177
H -1.299 -1.394 1.260 0.543 -0.352 -0.464
F 2.947 -0.031 0.853 0.258 -0.067 0.407
S -0.998 1.094 -0.283 -0.269 -3.124 1.323
F 1.344 0.570 2.297 1.045 -0.151 -0.835
O -1.699 1.104 0.989 0.788 1.445 -1.410
C -1.593 -2.462 -0.586 1.495 1.385 -3.370
O 2.722 2.282 -0.720 -0.365 -0.006 0.507
N 0.284 2.188 -0.501 -1.016 -0.474 -0.205
O -1.666 1.141 -1.558 -0.016 0.635 0.568
C -0.694 -1.712 0.375 -0.946 0.377 1.451
H -2.129 -3.237 -0.122 -0.169 -1.488 0.297
S 1.738 2.252 0.327 0.695 -1.034 -2.547
H -0.984 -2.675 -1.593 -1.301 -0.400 2.347
H 0.485 -0.490 -1.076 0.585 -0.689 -0.823
H 0.134 -2.319 0.720 0.140 -0.285 0.110
C -0.149 -0.508 -0.225 1.613 3.154 0.193
O 1.647 3.242 1.301 -0.148 1.177 1.773
C 1.824 0.596 1.036 -2.933 -0.703 0.261
H 0.435 2.144 -1.512 0.239 0.336 0.239
```
Forces are in eV/Å.

HOMO (alpha / beta) = -0.3680 / -0.3564 Eh
Multiplicity = 1
Net charge = 0
Molar mass = 235.23 g mol⁻¹
Energy relative to the best compared isomer or geometry (same formula, charge and spin) = 2.9727 eV
Total energy = -41041.515 eV
Kohn-Sham gap (alpha / beta) = 8.728 / 8.323 eV

Atomic partial charges in e from the natural (NBO) method, atoms 1 to 6:
1. H 0.219
2. H 0.245
3. F -0.280
4. S 2.236
5. F -0.309
6. O -0.885


Entry 2:
This record from OMol25 describes a 2-piece molecular cluster, C4H7F3N2 overall in a non-equilibrium geometry. The level of theory is the ωB97M-V functional and the def2-TZVPD basis.

```
16
Properties=species:S:1:pos:R:3:forces:R:3
N -1.602 -0.672 0.857 1.207 0.696 -3.081
C 1.226 -0.982 1.611 1.014 0.614 -1.480
F -0.973 2.135 0.641 1.004 -0.512 -1.185
H 0.577 -1.797 1.613 -1.596 -1.103 0.262
H -2.401 -0.151 0.416 0.959 -0.497 0.421
H -1.281 -0.062 1.562 0.019 0.934 1.462
F -1.323 1.427 -1.372 0.952 0.891 -0.320
N 1.194 -0.007 0.831 -1.499 2.471 -2.158
C -0.336 1.561 -0.476 -0.904 2.502 2.622
H 1.451 -0.589 -1.673 2.127 0.650 -0.983
C 0.440 -0.584 -1.454 -2.884 -0.503 0.299
H 2.190 -1.028 1.997 1.345 -0.615 1.836
H 0.260 -1.647 -1.282 -0.305 0.093 0.486
F 0.642 2.489 -0.797 -1.501 -1.340 -0.479
H -0.274 -0.327 -2.305 1.390 0.012 1.156
C 0.209 0.234 -0.169 -1.329 -4.293 1.139
```
Forces are in eV/Å.

HOMO (alpha / beta) = -0.3390 / -0.3263 Eh
Multiplicity = 1
Net charge = 0
Molar mass = 140.11 g mol⁻¹
Energy relative to the best compared isomer or geometry (same formula, charge and spin) = 3.2961 eV
Total energy = -15390.446 eV
Kohn-Sham gap (alpha / beta) = 8.897 / 8.584 eV

Atomic partial charges in e from the natural (NBO) method, atoms 1 to 6:
1. N -0.867
2. C -0.004
3. F -0.346
4. H 0.191
5. H 0.337
6. H 0.319


Entry 3:
This record from OMol25 describes a 2-piece molecular cluster, C4H7FN2 overall in a non-equilibrium geometry. The level of theory is the ωB97M-V functional and the def2-TZVPD basis.

```
14
Properties=species:S:1:pos:R:3:forces:R:3
C 1.077 -0.910 2.344 0.922 -1.024 -1.020
H 2.138 -1.005 -0.118 -1.583 0.584 -0.943
F 2.054 0.949 0.224 -0.906 0.051 -0.977
H -2.038 1.075 -2.703 1.050 -0.527 0.487
H 1.582 -1.594 1.714 -0.009 -0.285 0.295
H -2.051 -0.388 -1.735 -0.714 -2.144 -0.139
C 1.482 -0.131 -0.362 1.118 -0.418 0.740
N -0.504 0.861 -1.117 -1.190 2.384 -0.200
C 0.579 0.017 2.885 -1.318 0.771 1.772
N 0.255 -0.123 -0.855 0.444 -1.566 0.119
H -2.618 1.128 -1.195 -1.415 0.930 2.094
H 0.017 0.576 3.605 0.244 0.334 -0.420
C -1.860 0.632 -1.682 2.919 0.564 -1.652
H -0.114 -1.086 -1.004 0.437 0.346 -0.155
```
Forces are in eV/Å.

HOMO = -0.2724 Eh
Multiplicity = 1
Net charge = 0
Molar mass = 102.11 g mol⁻¹
Energy relative to the best compared isomer or geometry (same formula, charge and spin) = 5.8257 eV
Total energy = -9952.956 eV
Kohn-Sham gap = 8.196 eV

Atomic partial charges in e from the natural (NBO) method, atoms 1 to 6:
1. C -0.251
2. H 0.167
3. F -0.321
4. H 0.191
5. H 0.218
6. H 0.160


Entry 4:
This record from OMol25 describes a 2-piece molecular cluster, C4H7FN3O overall in a non-equilibrium geometry. The level of theory is the ωB97M-V functional and the def2-TZVPD basis.

```
16
Properties=species:S:1:pos:R:3:forces:R:3
C -2.220 -1.589 -0.319 -1.872 -0.260 1.062
H -3.015 -2.280 0.067 1.366 0.231 -0.692
H 2.492 0.451 -0.546 -2.497 0.140 0.972
O -2.796 0.785 0.016 -0.393 1.234 0.268
H 2.141 -1.769 -0.241 -2.066 0.550 1.237
H 1.908 2.634 -0.473 0.117 -0.097 -0.579
N 1.509 0.613 -0.107 3.090 0.877 -1.389
N 1.229 -1.535 0.291 2.386 -7.115 -1.871
F -1.138 -1.992 -1.038 -0.172 -0.104 -0.066
C -2.529 -0.312 -0.158 0.789 -1.134 -0.663
C 0.834 -0.380 0.409 -2.123 5.583 0.152
H -0.037 3.352 0.615 0.126 0.554 -0.365
N 0.133 2.370 0.522 -1.073 -1.292 0.472
H 0.486 -2.251 0.179 0.878 0.273 0.721
H -0.122 -0.078 0.884 0.524 -0.513 -0.317
C 1.127 1.980 -0.101 0.920 1.073 1.056
```
Forces are in eV/Å.

HOMO = -0.4721 Eh
Multiplicity = 1
Net charge = +1
Molar mass = 132.12 g mol⁻¹
Energy relative to the best compared isomer or geometry (same formula, charge and spin) = 0.9040 eV
Total energy = -13487.345 eV
Kohn-Sham gap = 8.739 eV

Atomic partial charges in e from the natural (NBO) method, atoms 1 to 6:
1. C -0.158
2. H 0.247
3. H 0.430
4. O -0.369
5. H 0.429
6. H 0.189


Entry 5:
This record from OMol25 describes a 2-piece molecular cluster, C4H7FNO overall in a non-equilibrium geometry. The level of theory is the ωB97M-V functional and the def2-TZVPD basis.

```
14
Properties=species:S:1:pos:R:3:forces:R:3
N -2.082 -0.377 -0.104 -1.022 1.168 -0.879
H 2.114 1.571 0.171 0.631 -1.784 -0.745
H 0.614 -1.373 1.565 -0.461 -2.102 0.245
O -3.100 -1.103 0.177 -0.460 -1.066 0.516
H -1.456 1.455 -1.121 -1.677 -2.111 0.904
C 1.628 -0.487 0.015 0.413 0.042 -0.120
C 2.374 0.561 -0.300 -2.219 1.019 2.083
H -3.381 1.020 -1.266 2.038 -1.172 1.235
C -2.324 0.675 -0.817 0.282 3.355 -2.119
H 3.083 0.446 -1.013 2.171 0.118 -2.142
H -0.378 -0.330 0.527 -1.674 -0.607 -0.736
C 0.553 -0.510 0.977 0.970 0.476 1.410
H 0.572 0.178 1.806 0.756 1.253 -0.143
F 1.782 -1.726 -0.616 0.251 1.410 0.492
```
Forces are in eV/Å.

HOMO = -0.0899 Eh
Multiplicity = 1
Net charge = -1
Molar mass = 104.10 g mol⁻¹
Energy relative to the best compared isomer or geometry (same formula, charge and spin) = 0.2925 eV
Total energy = -10513.279 eV
Kohn-Sham gap = 6.263 eV

Atomic partial charges in e from the natural (NBO) method, atoms 1 to 6:
1. N -0.126
2. H 0.213
3. H 0.214
4. O -0.680
5. H 0.126
6. C 0.467


Entry 6:
This record from OMol25 describes C4H7FNiO3 as an isolated structure in a non-equilibrium geometry. The level of theory is the ωB97M-V functional and the def2-TZVPD basis.

```
16
Properties=species:S:1:pos:R:3:forces:R:3
O 0.838 -0.123 1.290 0.232 0.319 0.706
H 2.810 -0.077 1.928 -0.063 0.017 -0.286
C 2.202 0.303 1.098 0.222 0.381 0.000
H 2.522 -0.087 0.127 -0.036 -0.015 0.323
H -2.407 -2.215 -1.231 0.300 0.175 0.444
C -0.636 -0.310 -2.478 0.803 0.250 0.592
H 0.818 0.379 3.272 -0.229 -0.043 -0.089
Ni 0.033 -1.163 -0.084 -1.548 -1.237 -0.757
O -1.695 -0.278 -1.634 -1.587 -0.259 -0.326
H -2.862 -0.880 -0.062 0.438 -0.432 -0.164
H 2.248 1.397 1.060 -0.069 -0.231 0.036
C -2.060 -1.337 -0.664 1.826 1.300 -0.353
O 0.456 -0.571 -1.872 -0.631 -0.430 -0.290
H -0.797 -0.065 2.483 0.441 0.000 0.039
C 0.175 0.437 2.383 -0.210 0.303 0.060
F -0.073 1.763 2.133 0.111 -0.098 0.066
```
Forces are in eV/Å.

HOMO (alpha / beta) = -0.2650 / -0.2674 Eh
Multiplicity = 3
Net charge = 0
Molar mass = 180.79 g mol⁻¹
Energy relative to the best compared isomer or geometry (same formula, charge and spin) = 0.0000 eV
Total energy = -54159.170 eV
Kohn-Sham gap (alpha / beta) = 7.247 / 6.510 eV

Atomic partial charges in e from the natural (NBO) method, atoms 1 to 6:
1. O -0.608
2. H 0.191
3. C -0.269
4. H 0.227
5. H 0.184
6. C 0.462


Entry 7:
This record from OMol25 describes a single C4H7FO molecule in a non-equilibrium geometry. The level of theory is the ωB97M-V functional and the def2-TZVPD basis.

```
13
Properties=species:S:1:pos:R:3:forces:R:3
H 0.821 -1.608 -0.177 0.104 0.172 0.659
C -1.759 -0.406 -0.322 2.441 -1.846 -0.515
C 2.114 0.206 0.304 0.151 -1.449 -0.589
H 1.875 1.218 0.477 -0.096 1.202 0.345
O -2.526 0.246 0.634 -0.294 0.117 0.171
H -2.388 1.190 0.494 -0.119 -0.002 0.134
C -0.296 0.069 -0.263 -1.789 0.028 0.682
H 2.581 -0.222 1.213 -0.039 0.214 -0.657
H 2.803 0.181 -0.571 -0.255 -0.197 0.742
H -1.728 -1.540 -0.151 -0.414 1.702 -0.107
H -2.048 -0.213 -1.347 -0.757 0.003 -0.331
C 0.824 -0.531 0.005 1.432 -1.295 -0.520
F -0.272 1.411 -0.294 -0.366 1.349 -0.012
```
Forces are in eV/Å.

HOMO = -0.3492 Eh
Multiplicity = 1
Net charge = 0
Molar mass = 90.10 g mol⁻¹
Energy relative to the best compared isomer or geometry (same formula, charge and spin) = 0.9802 eV
Total energy = -9025.291 eV
Kohn-Sham gap = 10.445 eV

Atomic partial charges in e from the natural (NBO) method, atoms 1 to 6:
1. H 0.211
2. C -0.112
3. C -0.639
4. H 0.224
5. O -0.693
6. H 0.476


Entry 8:
This record from OMol25 describes an isolated ion of composition C4H7FO3P and charge -1 in a non-equilibrium geometry. The level of theory is the ωB97M-V functional and the def2-TZVPD basis.

```
16
Properties=species:S:1:pos:R:3:forces:R:3
C 2.174 -0.605 0.940 -0.089 -0.526 0.476
H 2.669 -0.920 -1.118 0.763 0.843 0.894
C 0.214 0.355 -1.173 -2.179 -1.626 -1.137
O -0.955 -2.101 -0.798 -1.325 -0.594 -1.004
H -1.433 0.563 0.770 -0.794 0.617 0.138
O 2.047 -0.239 2.104 0.385 0.093 -0.767
F 3.829 0.685 -0.246 -0.461 -0.733 0.086
P -0.140 -1.090 -0.137 0.075 1.513 3.363
H -1.647 -0.822 1.824 -0.371 -0.395 0.087
H -0.834 0.729 -1.412 1.310 -0.010 0.378
H -0.351 0.246 2.024 2.662 1.253 2.100
H 0.911 1.067 -0.778 0.208 0.225 -0.175
C 2.940 -0.405 -0.167 -0.384 -0.337 -0.537
H 0.470 -0.240 -2.064 0.694 0.972 -0.224
C -0.920 -0.201 1.327 -2.213 -1.941 -3.517
O 1.117 -1.738 0.507 1.719 0.645 -0.161
```
Forces are in eV/Å.

HOMO = -0.1283 Eh
Multiplicity = 1
Net charge = -1
Molar mass = 153.07 g mol⁻¹
Total energy = -22411.941 eV
Kohn-Sham gap = 7.399 eV

Atomic partial charges in e from the natural (NBO) method, atoms 1 to 6:
1. C 0.567
2. H 0.161
3. C -1.045
4. O -1.132
5. H 0.193
6. O -0.704